Here is C54H83N3O22Sr as an isolated structure from the OMol25 dataset. Energies are from the ωB97M-V functional and the def2-TZVPD basis.

net charge = +2
LUMO = -7.001 eV
gap between HOMO and LUMO = 1.84 eV
HOMO energy = -8.8 eV

Atoms and positions in Å:
Sr -2.580 7.520 -5.247
O 3.754 -4.416 -4.786
H 3.746 -4.117 -3.874
H 3.008 -5.004 -4.921
H 3.675 -3.722 -5.446
O 9.234 3.164 -2.717
H 9.969 2.559 -2.591
H 8.877 3.026 -3.597
H 8.544 2.969 -2.079
C 1.027 0.562 -1.078
C 0.293 1.671 -1.142
C 0.918 3.008 -1.177
O 0.408 4.121 -1.644
C 2.239 3.099 -0.992
C 3.115 1.925 -0.859
C 2.457 0.520 -1.080
O 3.143 -0.520 -1.155
O 4.357 2.028 -0.645
O -0.967 1.474 -0.996
H 0.632 -0.442 -1.130
H 2.701 4.069 -1.101
C -9.260 5.255 -8.900
O -9.619 4.459 -7.687
C -8.514 3.902 -7.088
C -7.244 4.701 -6.825
N -7.250 5.854 -5.866
C -7.509 5.307 -4.525
C -7.488 6.432 -3.455
O -6.217 7.133 -3.263
C -5.981 7.579 -1.970
H -8.633 4.657 -9.562
H -8.808 6.239 -8.774
H -10.154 5.597 -9.421
H -8.339 2.979 -7.640
H -8.896 3.539 -6.134
H -6.807 5.120 -7.731
H -6.606 3.874 -6.515
H -7.983 6.518 -6.073
H -6.818 4.494 -4.301
H -8.480 4.821 -4.616
H -7.907 5.980 -2.556
H -8.214 7.188 -3.756
H -5.094 8.212 -2.018
H -5.644 6.727 -1.380
H -6.847 7.968 -1.435
C 3.146 -9.922 -3.412
O 2.093 -9.182 -3.942
C 0.820 -9.805 -4.118
C -0.277 -8.678 -4.385
N -0.202 -7.937 -5.632
C -0.318 -8.701 -6.840
C -1.380 -9.851 -6.848
O -2.720 -9.497 -6.495
C -3.561 -10.534 -6.241
H 2.781 -10.251 -2.439
H 4.124 -9.442 -3.363
H 3.428 -10.825 -3.952
H 0.527 -10.396 -3.250
H 0.789 -10.529 -4.932
H -0.377 -7.901 -3.627
H -1.254 -9.160 -4.342
H -0.980 -7.303 -5.518
H 0.613 -9.196 -7.113
H -0.438 -8.156 -7.777
H -0.882 -10.603 -6.235
H -1.462 -10.093 -7.907
H -3.067 -11.179 -5.514
H -3.748 -10.939 -7.236
H -4.485 -10.141 -5.817
C -9.398 -8.218 11.053
O -8.567 -7.719 10.116
C -8.978 -7.894 8.765
C -7.727 -7.450 7.862
N -7.388 -6.032 8.187
C -5.975 -5.717 8.169
C -5.740 -5.121 6.728
O -4.372 -5.392 6.393
C -3.845 -4.958 5.178
H -9.469 -9.295 10.901
H -10.407 -7.812 10.977
H -9.016 -8.040 12.058
H -9.867 -7.279 8.619
H -9.017 -8.960 8.545
H -7.942 -7.425 6.793
H -6.886 -8.127 8.009
H -7.693 -5.823 9.127
H -5.378 -6.591 8.433
H -5.674 -4.896 8.820
H -6.053 -4.077 6.700
H -6.305 -5.588 5.922
H -4.193 -3.947 4.965
H -4.107 -5.637 4.367
H -2.765 -5.105 5.214
C 10.121 -5.687 5.175
C 9.582 -5.516 3.904
C 8.327 -5.020 3.819
C 7.519 -4.707 4.887
C 7.998 -4.897 6.182
C 9.364 -5.244 6.293
O 9.983 -5.235 7.519
O 7.887 -4.764 2.551
H 11.078 -6.042 5.526
H 10.299 -5.721 3.124
H 6.535 -4.264 4.837
H 7.375 -4.693 7.040
H 9.544 -4.758 8.227
H 7.282 -4.033 2.409
C 7.660 2.316 7.282
C 7.540 2.736 5.937
C 7.043 3.991 5.750
C 6.779 4.866 6.781
C 6.925 4.435 8.085
C 7.299 3.146 8.383
O 7.435 2.681 9.624
O 6.900 4.547 4.517
H 8.033 1.308 7.385
H 7.971 2.171 5.124
H 6.524 5.899 6.594
H 6.743 5.074 8.936
H 7.177 3.315 10.296
H 6.887 3.907 3.802
C -6.470 -4.358 -7.823
C -6.389 -4.152 -6.450
C -5.299 -3.521 -5.905
C -4.252 -3.095 -6.700
C -4.339 -3.233 -8.061
C -5.431 -3.841 -8.664
O -5.439 -4.144 -9.932
O -5.226 -3.376 -4.558
H -7.216 -5.052 -8.180
H -7.162 -4.572 -5.824
H -3.460 -2.460 -6.331
H -3.524 -2.868 -8.668
H -6.033 -4.861 -10.166
H -4.546 -2.791 -4.217
C -0.471 10.753 5.979
C 0.252 11.939 5.900
C 1.186 12.111 4.951
C 1.610 11.055 4.122
C 0.914 9.824 4.209
C -0.083 9.665 5.165
O -0.750 8.452 5.242
O 1.755 13.299 4.818
H -1.218 10.642 6.751
H -0.077 12.870 6.337
H 2.498 11.223 3.531
H 1.068 8.938 3.611
H -1.456 8.632 5.866
H 2.623 13.447 5.198
C 8.669 9.606 -1.638
C 9.045 10.004 -2.884
C 9.852 11.167 -3.092
C 10.455 11.776 -1.963
C 10.189 11.279 -0.669
C 9.247 10.204 -0.533
O 8.915 9.824 0.740
O 10.078 11.596 -4.367
H 7.902 8.857 -1.513
H 8.498 9.487 -3.659
H 11.146 12.606 -1.992
H 10.670 11.718 0.193
H 8.537 8.942 0.770
H 9.273 11.885 -4.802

Atom charges from the Mulliken analysis, given in e for atoms 1 to 5: Sr 0.9175; O -0.3799; H 0.4654; H 0.4453; H 0.4598

Here is one molecule with the formula C23H23Cl2N5O3 from the OMol25 dataset. Energies are from the ωB97M-V functional and the def2-TZVPD basis.

energy relative to the best compared isomer or geometry (same formula, charge and spin) = 0.0 kJ/mol
LUMO = 0.521 eV
gap between HOMO and LUMO = 8.98 eV
HOMO energy = -8.5 eV
SMILES = Nc1c(N(C(=O)Nc2ccc(Cl)c(Cl)c2)C2CCCC2)c(=O)[nH]c(=O)n1Cc1ccccc1

Atoms and positions in Å:
N 1.335 0.844 -1.295
C 1.731 0.287 -0.116
C 1.067 -0.786 0.430
N -0.164 -1.228 -0.141
C -1.259 -0.467 0.182
O -1.140 0.688 0.540
N -2.467 -1.112 0.018
C -3.741 -0.579 0.167
C -4.826 -1.457 0.173
C -6.115 -0.980 0.285
C -6.350 0.383 0.391
Cl -7.965 0.970 0.528
C -5.272 1.262 0.387
Cl -5.537 2.957 0.518
C -3.976 0.789 0.275
C -0.226 -2.474 -0.899
C -0.444 -3.724 -0.011
C 0.649 -4.719 -0.410
C 1.799 -3.824 -0.857
C 1.086 -2.741 -1.661
C 1.476 -1.339 1.691
O 0.911 -2.200 2.336
N 2.663 -0.782 2.173
C 3.382 0.251 1.647
O 4.388 0.679 2.163
N 2.874 0.773 0.464
C 3.577 1.907 -0.115
C 2.748 3.169 -0.126
C 2.865 4.069 -1.179
C 2.120 5.235 -1.189
C 1.243 5.506 -0.153
C 1.121 4.613 0.899
C 1.873 3.452 0.916
H 1.559 1.819 -1.434
H 0.391 0.603 -1.558
H -2.435 -2.120 -0.019
H -4.657 -2.521 0.093
H -6.951 -1.662 0.292
H -3.147 1.477 0.289
H -1.041 -2.349 -1.621
H -1.438 -4.154 -0.137
H -0.313 -3.438 1.032
H 0.922 -5.372 0.415
H 0.315 -5.336 -1.247
H 2.545 -4.355 -1.446
H 2.287 -3.388 0.015
H 1.681 -1.839 -1.785
H 0.845 -3.127 -2.653
H 2.996 -1.142 3.060
H 3.907 1.650 -1.127
H 4.463 2.053 0.513
H 3.547 3.857 -1.991
H 2.222 5.929 -2.010
H 0.657 6.412 -0.164
H 0.440 4.819 1.709
H 1.777 2.762 1.741

Atom charges from the Mulliken analysis, given in e for atoms 1 to 5: N -0.2867; C -0.1027; C -0.3719; N 0.5820; C 0.6296

Here is C23H28NO2Tm as an isolated structure from the OMol25 dataset. Energies are from the ωB97M-V functional and the def2-TZVPD basis.

LUMO (spin up / spin down) = 0.407 / 0.412 eV
gap between HOMO and LUMO (spin up / spin down) = 8.31 / 8.44 eV
multiplicity = 3
HOMO energy (spin up / spin down) = -7.9 / -8.0 eV

Atoms and positions in Å:
C 2.683 -0.093 2.809
C 2.610 -0.791 1.555
C 2.199 0.143 0.550
H 2.652 -1.866 1.386
C 1.946 1.396 1.164
C 2.266 1.282 2.545
H 1.525 2.271 0.648
C -1.299 -2.134 2.876
C -0.222 -2.798 2.176
C -0.373 -2.477 0.786
H 0.654 -3.268 2.633
C -1.499 -1.600 0.612
C -2.073 -1.366 1.914
H 2.043 -0.015 -0.516
H 2.123 2.099 3.267
H 2.860 -0.508 3.816
H -2.963 -0.727 2.079
H 0.291 -2.678 -0.051
H -1.470 -2.086 3.954
Tm 0.307 -0.379 2.450
C -2.211 -1.333 -0.716
C -3.498 -2.241 -0.639
C -1.424 -1.854 -1.914
H -3.194 -3.303 -0.465
H -4.081 -2.220 -1.580
H -4.173 -1.951 0.193
H -1.224 -2.936 -1.787
H -0.469 -1.326 -2.028
H -2.003 -1.743 -2.844
C -2.695 0.143 -0.967
C -1.759 1.364 -1.174
H -3.387 0.426 -0.134
H -3.331 0.070 -1.901
O -1.580 2.344 -0.348
N -1.251 1.424 -2.497
C -0.319 2.552 -2.697
H -1.800 1.180 -3.352
C 1.050 2.015 -2.879
C 2.196 2.678 -2.413
H 2.106 3.635 -1.885
C 3.452 2.117 -2.672
H 4.362 2.649 -2.364
C 3.554 0.879 -3.343
H 4.537 0.452 -3.567
C 2.396 0.205 -3.744
H 2.442 -0.748 -4.269
C 1.153 0.773 -3.492
H 0.239 0.257 -3.785
H -0.384 3.071 -1.704
H -0.722 3.223 -3.494
C -0.467 0.759 5.613
O -0.144 0.275 4.281
H -0.355 -0.032 6.399
H -1.485 1.205 5.655
H 0.213 1.586 5.858

Atom charges from the Mulliken analysis, given in e for atoms 1 to 5: C -0.3579; C -0.9810; C -0.0341; H 0.5845; C -0.2832

Here is a 2-piece molecular cluster, C5H10NO overall from the OMol25 dataset. Energies are from the ωB97M-V functional and the def2-TZVPD basis.

net charge = +1
energy relative to the best compared isomer or geometry (same formula, charge and spin) = 486.0 kJ/mol
LUMO (spin up / spin down) = -5.014 / -5.013 eV
gap between HOMO and LUMO (spin up / spin down) = 7.48 / 7.48 eV
HOMO energy (spin up / spin down) = -12.5 / -12.5 eV

Atoms and positions in Å:
C -0.721 -0.058 2.510
C 1.045 0.800 1.018
C -1.035 0.884 -1.079
C 0.248 -1.334 -0.833
C 0.172 0.135 -1.312
N 0.239 0.333 1.789
O 1.313 0.565 -1.832
H -1.039 -1.131 2.465
H -1.369 0.725 3.011
H 2.048 0.978 1.180
H -1.160 1.575 -1.935
H -1.898 0.255 -0.740
H -0.733 1.466 -0.276
H 0.689 -1.909 -1.597
H -0.711 -1.846 -0.670
H 0.861 -1.385 -0.046
H 2.054 -0.052 -1.652

Atom charges from the Mulliken analysis, given in e for atoms 1 to 5: C -0.3886; C -0.5080; C -1.0624; C -1.4950; C 0.9587

The total energy results, record by record, are as follows: -3956.3574, -2310.2614, -2183.6562, -326.0967 hartree.